# C30H47AlN6O2S

C30H47AlN6O2S as an isolated structure (ωB97M-V with the def2-TZVPD basis set, OMol25).

CARTESIAN COORDINATES (ANGSTROEM)
Al 0.805 -2.118 0.275
C 1.573 3.271 4.793
C 0.723 3.383 3.520
C -0.677 3.845 3.920
C 1.337 4.449 2.600
C 0.714 2.045 2.793
C 1.950 1.472 2.369
C 1.941 0.288 1.671
N 0.827 -0.386 1.353
C -0.381 0.123 1.797
C -0.424 1.352 2.507
C -1.521 -0.655 1.482
C -2.847 -0.375 1.894
C -3.873 -1.229 1.564
C -3.560 -2.381 0.820
C -2.242 -2.597 0.449
N -1.260 -1.765 0.745
C -5.299 -0.911 2.026
C -5.725 0.455 1.474
C -6.309 -1.954 1.548
C -5.342 -0.871 3.559
H 1.596 4.229 5.321
H 2.598 2.983 4.562
H 1.161 2.514 5.462
H -0.612 4.807 4.435
H -1.155 3.132 4.593
H -1.320 3.972 3.047
H 1.383 5.415 3.112
H 0.739 4.563 1.694
H 2.346 4.173 2.295
H 2.902 1.945 2.568
H 2.867 -0.156 1.333
H -1.390 1.731 2.810
H -3.040 0.510 2.485
H -4.304 -3.108 0.534
H -1.942 -3.483 -0.099
H -5.678 0.459 0.384
H -5.073 1.249 1.836
H -6.750 0.685 1.779
H -6.331 -2.018 0.460
H -7.310 -1.678 1.894
H -6.076 -2.944 1.940
H -4.663 -0.117 3.954
H -5.044 -1.835 3.975
H -6.354 -0.640 3.907
C 4.323 -3.314 -0.747
C 3.852 -1.986 -0.180
O 4.664 -1.162 0.250
O 2.588 -1.807 -0.235
H 5.268 -3.604 -0.288
H 4.482 -3.197 -1.822
H 3.556 -4.069 -0.579
C 1.896 2.462 -3.248
C 1.894 1.878 -1.823
C 3.307 1.378 -1.498
C 1.509 2.979 -0.832
C 0.891 0.770 -1.716
H 2.572 3.324 -3.300
H 0.897 2.780 -3.547
H 2.243 1.722 -3.971
H 4.014 2.215 -1.543
H 3.641 0.624 -2.212
H 3.366 0.924 -0.510
H 2.219 3.811 -0.884
H 1.510 2.589 0.188
H 0.509 3.364 -1.048
H -0.042 0.960 -1.195
S 0.873 -4.109 1.140
C 2.605 -2.776 -4.012
C 1.543 -2.407 -5.046
C 0.495 -3.515 -5.128
C 0.948 -0.999 -4.840
N 0.254 -0.690 -3.608
C 1.006 -0.583 -2.349
N 0.334 -1.584 -1.536
N -0.764 -1.982 -2.177
N -0.862 -1.544 -3.346
H 3.094 -3.716 -4.280
H 2.158 -2.916 -3.025
H 3.379 -2.008 -3.928
H 2.030 -2.344 -6.032
H 0.003 -3.663 -4.169
H 0.971 -4.456 -5.419
H -0.282 -3.280 -5.859
H 0.269 -0.789 -5.675
H 1.769 -0.276 -4.921
H 2.059 -0.836 -2.493

Cartesian forces (eV/Å) of the 6 atoms listed first:
Al -0.1 -0.4 0.2
C 0.0 0.0 0.0
C 0.0 0.0 0.0
C 0.0 0.0 0.0
C 0.0 0.0 0.0
C 0.0 0.1 0.1

net charge = -2
Kohn-Sham gap (alpha / beta) = 4.3 / 3.8 eV
E_HOMO (alpha / beta) = -0.253 / 0.272 eV
ΔE to the lowest compared entry with this formula, charge and spin = 14.63 kcal/mol

Here is what Mulliken gives for the atomic charges, in e: Al -0.41; C -1.82; C 2.31; C -2.25; C -1.73; C 1.34; C -0.89; C -1.20; N 0.57; C 0.09; C -0.87; C -0.63; C -0.49; C 0.73; C -0.90; C -0.51; N 0.05; C 2.05; C -1.62; C -2.28; C -1.63; H 0.46; H 0.32; H 0.40; H 0.43; H 0.39; H 0.40; H 0.53; H 0.28; H 0.29; H 0.37; H 0.64; H 0.38; H 0.30; H 0.40; H 0.50; H 0.36; H 0.31; H 0.46; H 0.40; H 0.45; H 0.40; H 0.30; H 0.36; H 0.45; C -1.27; C 0.60; O -0.70; O 0.02; H 0.35; H 0.18; H 0.21; C -1.94; C 3.16; C -1.65; C -2.15; C -2.74; H 0.47; H 0.39; H 0.28; H 0.48; H 0.27; H 0.21; H 0.47; H 0.30; H 0.40; H 0.27; S -0.93; C -1.19; C 0.79; C -1.68; C -1.05; N 0.71; C 1.60; N 1.23; N 0.02; N -1.29; H 0.46; H 0.10; H 0.28; H 0.42; H 0.28; H 0.46; H 0.39; H 0.46; H 0.22; H -0.40